Computed, not measured: C7H24Be2O9 as an isolated structure at a distorted geometry, with ωB97M-V/def2-TZVPD.

The geometry in XYZ format:
```
42
Properties=species:S:1:pos:R:3:nbo_charge:R:1
Be -4.333 -3.297 -3.132 0.624
Be 3.071 -3.808 1.468 0.726
C -0.851 -1.160 -0.048 0.877
O -1.976 -0.658 -0.310 -0.284
O 0.028 -0.617 0.600 -0.322
O -0.632 -2.258 -0.564 -0.271
C 3.425 -8.942 -1.845 -0.269
O 2.923 -7.647 -1.673 -0.668
H 2.823 -9.489 -2.570 0.179
H 4.437 -9.031 -2.239 0.187
H 3.419 -9.602 -0.978 0.197
H 2.682 -7.375 -2.561 0.473
C -1.238 4.084 4.274 -0.255
O -0.176 3.068 4.324 -0.660
H -1.158 4.644 3.342 0.179
H -2.221 3.624 4.176 0.186
H -1.106 4.756 5.122 0.213
H -0.110 2.595 3.491 0.461
C -2.736 5.083 -2.042 -0.262
O -3.328 4.434 -0.923 -0.654
H -3.618 5.198 -2.672 0.201
H -2.350 6.096 -1.923 0.205
H -1.947 4.500 -2.518 0.173
H -3.072 3.509 -0.910 0.467
C -6.782 -0.412 3.575 -0.259
O -5.456 -0.951 3.564 -0.658
H -6.753 0.677 3.547 0.182
H -7.410 -0.764 2.756 0.178
H -7.274 -0.720 4.497 0.203
H -5.004 -0.648 2.774 0.459
C 3.426 4.658 0.309 -0.254
O 2.930 3.796 -0.697 -0.650
H 3.757 5.592 -0.144 0.207
H 2.649 4.864 1.046 0.174
H 4.193 4.211 0.942 0.185
H 2.401 3.105 -0.292 0.462
C 4.306 -1.827 -3.867 -0.257
O 4.900 -2.232 -2.636 -0.693
H 3.421 -2.453 -3.981 0.177
H 3.944 -0.799 -3.851 0.175
H 4.987 -1.876 -4.716 0.191
H 5.807 -1.928 -2.712 0.476
```

Output
- spin multiplicity = 1
- HOMO (eV) = -14.13
- ΔE to the lowest compared entry with this formula, charge and spin (kcal/mol) = 183.4
- frontier orbital gap (eV) = 1.517
- charge = +2